[1]
The ion C4H8N2O2P with charge -1 in a non-equilibrium geometry, computed with wB97M-V/def2-TZVPD.

The geometry in XYZ format:
```
17
Properties=species:S:1:pos:R:3:forces:R:3
C 0.472 0.486 -1.086 4.05 -2.39 -0.30
N -0.027 0.968 0.128 -1.76 1.00 -1.35
C 0.608 0.464 1.215 0.20 -2.45 3.40
P -1.706 1.172 0.214 -0.41 -0.39 -0.54
O -2.059 1.607 1.592 -0.09 -0.76 -0.19
O -2.087 1.918 -1.004 -0.42 -0.29 -0.31
C -2.251 -0.955 -0.064 3.87 2.73 -0.46
C -3.581 -1.000 -0.377 1.08 -0.43 0.59
N -4.679 -1.136 -0.588 -3.73 -0.20 -0.88
H 0.717 -0.674 -1.143 -1.70 1.40 0.12
H -0.004 0.919 -1.895 -1.36 0.25 -1.68
H 1.566 0.695 -1.277 -0.61 0.90 0.63
H -0.021 0.366 2.126 0.23 1.12 -0.41
H 0.770 -0.603 1.090 0.79 -0.76 -0.39
H 1.542 0.929 1.437 0.86 0.45 0.32
H -1.577 -1.360 -0.888 -0.84 0.53 1.30
H -1.965 -1.193 0.947 -0.14 -0.72 0.18
```
Positions in Å, forces in eV/Å.

As for the structure (SMILES): CN(C)[P@@](=O)([O-])CC#N. Its charge is -1. As for the HOMO energy: -4.866 eV. The energy above the lowest of the compared OMol25 structures with the same formula, charge and spin is 0.00 kJ/mol. The calculation puts the electronic energy at -758.65169 Ha.



[2]
The molecule C4H8N2O3 in a non-equilibrium geometry, computed with wB97M-V/def2-TZVPD.

The geometry in XYZ format:
```
17
Properties=species:S:1:pos:R:3:forces:R:3
C -2.266 -0.041 -0.786 -2.60 -0.26 -1.55
N -2.098 -0.319 0.438 1.57 0.00 -1.44
C -0.772 -0.352 1.024 1.81 -0.12 0.87
C 0.585 -0.151 0.288 -1.37 0.22 0.22
C 1.127 1.185 -0.088 0.47 0.20 -0.66
O 2.392 1.565 0.420 -0.45 0.67 1.74
N 1.369 -1.127 -0.017 -0.48 -0.42 -0.53
O 2.484 -0.987 -0.537 1.01 -0.38 -0.30
O 0.918 -2.447 0.083 2.64 -1.52 0.01
H -3.401 -0.058 -0.990 1.75 0.27 -0.37
H -1.627 0.146 -1.770 -0.47 -0.35 2.57
H -0.520 -1.359 1.451 -1.27 0.97 0.43
H -0.894 0.488 1.777 0.80 -1.28 -0.29
H 0.324 1.860 0.268 0.87 0.39 -0.69
H 1.428 1.187 -1.155 -1.77 0.03 -0.17
H 3.039 1.052 -0.053 0.36 -0.49 -0.18
H 1.825 -3.004 -0.034 -2.86 2.07 0.33
```
Positions in Å, forces in eV/Å.

As for the structure (SMILES): C=NC/C(CO)=[N+](/[O-])O. Its charge is 0. As for the HOMO energy: -9.295 eV. The energy above the lowest of the compared OMol25 structures with the same formula, charge and spin is 668.06 kJ/mol. The calculation puts the electronic energy at -492.24851 Ha.



Question: The lowest charge belongs to which entry?
Answer: C4H8N2O2P



Repeat the first record exactly.
The ion C4H8N2O2P with charge -1 in a non-equilibrium geometry, computed with wB97M-V/def2-TZVPD.

The geometry in XYZ format:
```
17
Properties=species:S:1:pos:R:3:forces:R:3
C 0.472 0.486 -1.086 4.05 -2.39 -0.30
N -0.027 0.968 0.128 -1.76 1.00 -1.35
C 0.608 0.464 1.215 0.20 -2.45 3.40
P -1.706 1.172 0.214 -0.41 -0.39 -0.54
O -2.059 1.607 1.592 -0.09 -0.76 -0.19
O -2.087 1.918 -1.004 -0.42 -0.29 -0.31
C -2.251 -0.955 -0.064 3.87 2.73 -0.46
C -3.581 -1.000 -0.377 1.08 -0.43 0.59
N -4.679 -1.136 -0.588 -3.73 -0.20 -0.88
H 0.717 -0.674 -1.143 -1.70 1.40 0.12
H -0.004 0.919 -1.895 -1.36 0.25 -1.68
H 1.566 0.695 -1.277 -0.61 0.90 0.63
H -0.021 0.366 2.126 0.23 1.12 -0.41
H 0.770 -0.603 1.090 0.79 -0.76 -0.39
H 1.542 0.929 1.437 0.86 0.45 0.32
H -1.577 -1.360 -0.888 -0.84 0.53 1.30
H -1.965 -1.193 0.947 -0.14 -0.72 0.18
```
Positions in Å, forces in eV/Å.

As for the structure (SMILES): CN(C)[P@@](=O)([O-])CC#N. Its charge is -1. As for the HOMO energy: -4.866 eV. The energy above the lowest of the compared OMol25 structures with the same formula, charge and spin is 0.00 kJ/mol. The calculation puts the electronic energy at -758.65169 Ha.



Question: The lowest electronic energy belongs to which entry?
Answer: C4H8N2O2P



Copy entry 1 word for word.
The ion C4H8N2O2P with charge -1 in a non-equilibrium geometry, computed with wB97M-V/def2-TZVPD.

The geometry in XYZ format:
```
17
Properties=species:S:1:pos:R:3:forces:R:3
C 0.472 0.486 -1.086 4.05 -2.39 -0.30
N -0.027 0.968 0.128 -1.76 1.00 -1.35
C 0.608 0.464 1.215 0.20 -2.45 3.40
P -1.706 1.172 0.214 -0.41 -0.39 -0.54
O -2.059 1.607 1.592 -0.09 -0.76 -0.19
O -2.087 1.918 -1.004 -0.42 -0.29 -0.31
C -2.251 -0.955 -0.064 3.87 2.73 -0.46
C -3.581 -1.000 -0.377 1.08 -0.43 0.59
N -4.679 -1.136 -0.588 -3.73 -0.20 -0.88
H 0.717 -0.674 -1.143 -1.70 1.40 0.12
H -0.004 0.919 -1.895 -1.36 0.25 -1.68
H 1.566 0.695 -1.277 -0.61 0.90 0.63
H -0.021 0.366 2.126 0.23 1.12 -0.41
H 0.770 -0.603 1.090 0.79 -0.76 -0.39
H 1.542 0.929 1.437 0.86 0.45 0.32
H -1.577 -1.360 -0.888 -0.84 0.53 1.30
H -1.965 -1.193 0.947 -0.14 -0.72 0.18
```
Positions in Å, forces in eV/Å.

As for the structure (SMILES): CN(C)[P@@](=O)([O-])CC#N. Its charge is -1. As for the HOMO energy: -4.866 eV. The energy above the lowest of the compared OMol25 structures with the same formula, charge and spin is 0.00 kJ/mol. The calculation puts the electronic energy at -758.65169 Ha.